Molecular formula: C28H42BrN3P2Ti
Method: DFT, ωB97M-V/def2-TZVPD

Each line ends with the Mulliken spin population.
Positions of all 77 atoms, in Å:
H -2.57970 2.62840 4.32586  0.000
H -4.01600 1.01749 4.24510  0.000
C -2.75284 1.69945 -0.13842  0.006
H 2.97613 2.03090 -3.06322  0.007
H -1.18983 2.54411 5.41496  0.000
N -0.50336 -2.41934 2.27924  -0.041
H 2.13108 4.53572 1.00468  -0.006
H -2.40497 -5.02576 2.92720  0.000
H -4.27678 1.92334 2.72753  0.000
H 2.26230 3.26996 -2.01519  -0.002
C -3.30157 -0.07260 2.44724  0.011
H 2.97190 0.36479 -1.26673  0.010
H -3.84071 1.63405 0.03843  0.000
H -0.51621 -0.01307 -6.43322  0.000
C -1.64267 -3.14135 2.05858  0.020
C 2.17527 -1.48515 -2.32568  0.003
H 5.28294 2.45305 1.61352  -0.003
H 3.91078 2.77275 -1.75292  -0.004
P -1.53891 0.46125 2.14158  0.024
C -1.11008 1.03316 3.87379  -0.007
C -0.41405 -4.27962 3.54907  0.010
H -0.76059 -1.83347 0.27028  0.019
Ti 0.52414 -0.84366 1.30718  1.015
C 1.60800 -1.96599 -0.06482  0.020
C -0.96951 -0.94751 -6.77778  0.000
H -0.99211 3.25692 3.80568  0.000
H 3.61390 -0.27220 1.44900  0.012
H -3.24610 -1.01967 3.01544  0.002
H 1.39473 1.03186 -1.25884  0.014
H 5.61575 1.22342 0.37864  -0.001
H 3.46296 0.96280 2.68519  0.005
C 0.18682 -1.60622 -0.38200  -0.070
C -1.25132 -1.98163 -5.85801  0.001
H -2.43431 0.80914 -0.70529  -0.001
H -2.32203 2.76031 1.75508  -0.002
H -2.58598 2.55549 -0.80542  0.001
H -2.39617 -2.77932 1.38863  0.003
H -0.02879 -4.95660 4.31712  0.001
C 1.30227 2.56944 1.36501  0.101
C -1.49487 2.44813 4.35910  0.001
C 3.78633 0.81477 1.63142  0.052
H -0.91506 2.25410 0.81467  0.038
N -1.69308 -2.31059 -8.57978  0.000
H 1.17209 -2.83128 3.40241  -0.003
C 5.25890 1.34975 1.42609  0.024
C -4.24862 0.91252 3.17322  -0.001
H -2.43346 -4.19315 -8.19681  0.000
C 1.56240 4.02003 1.79743  0.039
C 0.81205 -1.11580 -2.58831  0.019
H 0.53202 2.59494 0.57317  -0.037
H -1.25656 -0.90950 -1.88442  0.004
H 0.94559 1.90125 2.17873  0.031
H -0.01987 0.89082 3.99351  0.014
C -1.91883 1.94245 1.12539  -0.052
P 2.71825 1.81909 0.58707  0.461
C -0.76837 -1.72449 -4.50929  0.003
N 0.20107 -3.11603 3.21272  0.007
C -1.89129 -3.15396 -6.34685  0.001
C 2.54749 -2.02622 -1.09014  0.014
C -0.18711 -1.01073 -1.63244  0.047
H -3.70834 -0.27413 1.44040  0.001
C -2.03759 -3.27891 -7.74390  0.000
C 0.11769 -1.24656 -3.78806  0.007
H -0.87598 -0.40806 -8.85899  0.000
H -2.21276 -3.98631 -5.71353  0.000
H 2.93992 -1.40134 -3.10856  -0.005
C 2.44103 1.30669 -1.10958  0.042
H 2.15243 4.04743 2.72386  -0.001
H -1.60268 0.29148 4.53508  0.001
H 3.55942 -2.39698 -0.82802  0.003
H 5.92746 0.82371 2.13696  0.003
H -5.26445 0.49187 3.09903  0.000
C -1.16964 -1.17587 -8.14450  0.000
H 0.59496 4.52507 1.93359  0.003
C 2.92582 2.40822 -2.04550  0.025
Br 2.76828 -2.87238 1.64926  0.112
C -1.60901 -4.30465 2.83909  0.000

Results
HOMO-LUMO gap (spin up / spin down) = 6.45 / 3.86 eV
HOMO energy (spin up / spin down) = -12.9243 / -12.3221 eV
Charge = +2
Energy relative to the best compared isomer or geometry (same formula, charge and spin) = 64.33 kcal per mole
Calculated total energy = -5361.71478 Eh
Largest force on an atom = 3.50 eV/Å
⟨S²⟩ = 2.057
Multiplicity = 3

Molecular formula: H6IO3
Method: DFT, ωB97M-V/def2-TZVPD

Each line ends with the natural charge from an NBO analysis.
Positions of all 10 atoms, in Å:
O -2.36137 1.17857 -1.22242  -0.955
O 0.59469 1.88968 0.47256  -0.975
H 2.64327 -2.18122 0.14510  0.460
H -1.78089 1.79863 -1.64250  0.453
H 1.33288 -2.79048 0.47896  0.494
I -0.79766 -1.23078 1.06902  -0.939
H 0.13895 1.11884 0.81008  0.491
O 2.16321 -3.00096 0.07037  -0.969
H -0.12535 2.56608 0.53053  0.451
H -1.80773 0.65164 -0.71169  0.490

Results
HOMO-LUMO gap = 7.84 eV
HOMO energy = -4.3101 eV
Charge = -1
Energy relative to the best compared isomer or geometry (same formula, charge and spin) = 6.15 kcal per mole
Calculated total energy = -527.12182 Eh
Largest force on an atom = 3.11 eV/Å
Multiplicity = 1

Molecular formula: C4H12I2N2
Method: DFT, ωB97M-V/def2-TZVPD

Each line ends with the natural charge from an NBO analysis.
Positions of all 20 atoms, in Å:
C 0.19749 0.74883 -0.78160  -0.446
H 2.02496 -2.49944 -2.65602  0.464
C 0.31559 -1.75655 -1.68332  -0.230
H 0.59328 1.75377 -0.60070  0.251
N -3.51774 1.09999 1.98775  -0.753
H -4.12066 1.12922 2.89508  0.477
H -3.53522 0.08753 1.71643  0.446
N 1.00945 -2.62267 -2.73574  -0.704
H 1.92707 -0.60239 -0.71989  0.261
H 0.29035 -2.25886 -0.70683  0.235
H 0.64053 -2.18133 -3.68361  0.467
H 0.63170 -3.61626 -2.81089  0.482
H -1.90117 2.39886 2.22290  0.230
H -0.66137 -1.50900 -2.02259  0.236
C -2.13161 1.25110 2.35544  -0.456
I -0.74598 0.19252 1.26826  0.730
I -1.63508 1.48784 -1.90389  0.122
H -4.03856 1.67291 1.25992  0.444
H 1.29333 0.02362 -2.41325  0.254
C 1.04981 -0.36590 -1.41900  -0.510

Results
HOMO-LUMO gap (spin up / spin down) = 7.89 / 7.89 eV
HOMO energy (spin up / spin down) = -15.4768 / -15.4763 eV
Charge = +2
Energy relative to the best compared isomer or geometry (same formula, charge and spin) = 80.52 kcal per mole
Calculated total energy = -863.72856 Eh
Largest force on an atom = 4.37 eV/Å
Multiplicity = 1

Molecular formula: C5H10OPPb
Method: DFT, ωB97M-V/def2-TZVPD

Each line ends with the natural charge from an NBO analysis.
Positions of all 18 atoms, in Å:
H -1.50341 2.62624 1.81005  0.097
C -0.69392 -2.21961 -1.42474  -0.041
H -0.25774 4.47391 1.50480  0.094
H 1.07961 -3.35540 -0.64348  0.241
C 1.20530 -1.12560 -0.70125  -0.175
H 0.42340 0.95153 -1.21230  0.211
Pb 1.80206 1.68743 1.74630  0.703
H 0.39378 -1.05456 2.39407  0.516
P -0.30560 3.07589 1.13802  -0.035
H -1.79728 -0.36987 -2.06089  0.237
C 0.61090 -2.40066 -0.87536  -0.352
H -0.41144 -0.36202 1.25811  0.515
O 0.02007 -0.19288 2.12409  -0.958
C -0.91051 -0.82437 -1.62126  -0.305
H 2.21483 -0.90197 -0.34041  0.220
H -0.71295 3.13161 -0.25255  0.072
C 0.23924 -0.12606 -1.17109  -0.271
H -1.39634 -3.01361 -1.67209  0.231

Results
HOMO-LUMO gap (spin up / spin down) = 6.95 / 5.74 eV
HOMO energy (spin up / spin down) = -11.7911 / -10.9978 eV
Charge = +1
Energy relative to the best compared isomer or geometry (same formula, charge and spin) = 0.00 kcal per mole
Calculated total energy = -805.58263 Eh
Largest force on an atom = 2.49 eV/Å
Multiplicity = 1

Molecular formula: C30H44N5OPRu
Method: DFT, ωB97M-V/def2-TZVPD

Each line ends with the Mulliken spin population.
Positions of all 82 atoms, in Å:
C 0.24459 -3.51172 -0.44540  0.009
H 3.32174 6.16552 3.49856  0.000
H -1.40151 1.92103 2.32844  -0.001
C -0.94462 4.12957 -2.89298  -0.001
N 1.43912 -3.69226 -1.06357  -0.001
Ru 0.18190 -0.16639 -0.17155  1.052
H -0.16234 -2.05023 -2.44689  -0.015
C 4.63542 0.34946 -3.19541  0.002
H -2.62690 0.29054 0.21952  0.000
H 0.19989 -1.05636 -4.66837  0.001
C -1.56573 -0.18955 2.68953  -0.001
N -0.22733 -0.49015 2.20413  0.007
C -0.80795 -1.32403 -4.34838  -0.005
H 7.10845 2.33429 -2.01211  0.000
H 4.16805 6.52636 1.21215  0.000
H 6.71321 0.56512 -3.68159  0.000
C -2.29206 -1.79309 -2.37262  -0.005
H 0.47450 0.09360 2.64531  -0.002
C -0.04656 3.31452 -0.82279  -0.008
C -0.90423 -1.33029 -2.81543  0.026
H 3.78389 4.82968 -0.53887  0.001
H -1.75396 4.58484 -3.44846  0.000
N 1.84163 0.86385 0.28555  -0.019
H -2.15433 -5.17257 0.75361  0.000
N -1.92435 0.93866 0.56104  0.007
C -1.08347 3.89980 -1.52917  0.000
C 3.64294 5.61133 1.45296  0.001
C -1.98974 -4.33330 0.07498  0.001
H 1.07329 -6.88521 -2.13079  0.000
H -2.06138 1.82210 0.08623  0.000
H 0.03134 -1.46137 2.32397  -0.001
C 1.14662 2.98553 -1.46877  0.035
H 3.27989 -2.97353 -0.33427  0.000
H 0.33383 0.43964 -2.72615  0.003
H -1.60140 -0.07484 3.77565  0.000
H 4.46479 -0.42836 -3.92878  0.000
N -0.70426 -4.46851 -0.58634  0.002
C 0.91778 -6.06275 -1.43442  0.000
C 1.28530 3.22190 -2.82922  0.008
H -3.06125 -1.17414 -2.83932  0.001
C 6.12089 1.90559 -2.11945  0.000
C 5.89846 0.91253 -3.06025  -0.001
P 2.38508 2.16718 -0.40216  -0.021
H -1.05907 -2.30347 -4.76024  -0.002
H 2.88993 -2.52705 -2.00692  0.000
H 2.07210 -1.72898 -0.65376  0.002
C 3.81795 1.79611 -1.44932  -0.012
C 2.47188 4.25011 3.05517  0.000
H -1.19223 -6.40385 -1.12629  0.000
H -1.99877 4.19124 -1.02673  0.000
C 3.16206 5.41148 2.73916  0.000
H -2.47180 -2.82969 -2.66363  0.000
H -0.12599 3.13431 0.24437  -0.002
H 2.21116 2.97615 -3.33435  0.000
H 1.70983 -4.68438 -2.88887  0.000
O 0.01774 -2.49730 0.26103  0.043
H -2.23420 -1.00692 2.40977  0.000
H 2.84265 -5.11692 -1.60201  0.000
C 5.08532 2.34717 -1.30685  -0.001
C 3.60195 0.78334 -2.38536  -0.003
H 2.07496 4.10700 4.05169  0.000
C -0.57850 0.04832 -2.26624  -0.099
H -2.38745 -1.71897 -1.28522  0.000
C 3.44365 4.65064 0.47391  -0.002
H 1.16582 -6.40747 -0.42913  0.000
C 2.47436 -2.67412 -1.00818  0.002
C 2.29293 3.27468 2.08650  -0.003
H -0.82381 -5.34571 -2.49111  0.000
H 0.33207 3.95932 -4.60240  0.000
H -3.06351 1.31149 2.33047  0.000
C 1.79699 -4.88854 -1.81566  0.000
C 2.78562 3.46765 0.79939  0.001
C -2.03983 1.09170 2.01664  0.003
H 5.27050 3.10908 -0.56170  0.000
H -2.79409 -4.31672 -0.66354  0.000
C 0.23162 3.78516 -3.53899  0.002
H -1.49914 -0.58694 -4.76227  -0.001
H -1.99931 -3.40669 0.63748  -0.001
C -0.52839 -5.61061 -1.46888  0.001
H -1.39059 0.76467 -2.40007  -0.009
H 2.61568 0.33647 -2.45289  0.006
H 1.77427 2.34783 2.29921  0.001

Results
HOMO-LUMO gap (spin up / spin down) = 7.14 / 7.45 eV
HOMO energy (spin up / spin down) = -10.2633 / -9.9949 eV
Charge = +1
Energy relative to the best compared isomer or geometry (same formula, charge and spin) = 42.65 kcal per mole
Calculated total energy = -1954.57264 Eh
Largest force on an atom = 2.51 eV/Å
⟨S²⟩ = 0.805
Multiplicity = 2

Molecular formula: C37H74AlBeCl2F4N2O15S2
Method: DFT, ωB97M-V/def2-TZVPD

Each line ends with the Löwdin charge.
Positions of all 138 atoms, in Å:
H 2.70177 -5.50357 3.29044  0.086
H -7.51863 -7.06524 1.24221  0.098
C -1.95307 -4.73161 -0.18772  0.215
O -7.10761 0.91383 1.61395  -0.300
H 2.63514 -5.70999 0.18405  0.093
H -7.62009 0.81836 -1.05860  0.115
H 0.22635 11.99776 -4.31351  0.075
H 7.72209 -1.40297 -3.57896  0.033
C 3.01084 4.53107 -0.23082  -0.181
N -2.27246 -2.39303 6.43249  0.182
C 1.80557 -0.06248 -1.92916  -0.016
H 0.12512 -5.42636 0.56031  0.153
H -1.92013 -2.81602 7.27449  0.110
H -2.98796 -1.54930 1.52660  0.122
C -4.44805 1.94155 -0.55807  -0.215
H 4.54680 -8.12175 4.83590  0.090
H -3.93148 2.90389 -0.48773  0.125
H 1.92136 4.48986 -0.20071  0.097
H -0.24073 -5.74171 -1.31335  0.162
C 0.50342 7.98565 -3.45892  -0.266
C -2.76678 -2.71713 1.54621  0.014
C 2.28649 -1.51018 -2.50599  -0.120
C -6.73539 -6.30323 1.22599  -0.009
H 6.49454 7.32445 -1.49146  0.087
H -1.43776 11.36533 -4.56645  0.074
Al 1.17988 -1.30593 4.96066  0.084
C 2.97086 -2.53298 -1.43659  -0.168
C -5.44734 -6.90386 0.72969  -0.482
O 1.10686 2.43770 -2.11205  0.023
H 2.07606 -4.25437 1.24317  0.088
C 1.50127 -0.42199 0.80954  -0.082
H 4.27006 -7.03281 2.58761  0.117
H -5.55583 -8.87392 1.55781  0.098
H 1.64233 5.04660 1.82185  0.090
H 2.25077 7.65905 -4.69661  0.077
C -2.97136 -2.55370 -1.36755  0.011
H -6.38297 2.89507 -0.67495  0.128
H -3.92817 -8.36876 1.05205  0.084
H 3.04269 -8.29033 2.83562  0.084
Cl 5.91364 -2.88543 -3.90901  0.511
C 0.45256 -3.54215 -0.86814  -0.161
H 3.88378 -4.20338 0.44968  0.111
H -1.81245 -2.84719 2.24173  0.132
H -6.75169 -2.63487 -3.60993  0.083
H 3.08789 5.28781 -2.22632  0.109
H 3.91528 -2.99496 -2.00456  0.081
H 1.29556 -1.96566 -3.00718  0.127
H 2.56968 3.64548 2.46197  0.083
H -2.74355 -5.61247 -0.22692  0.162
H -3.78462 0.66613 1.08233  0.088
C 1.44629 0.44531 -0.58873  -0.021
H 4.09491 -6.41080 5.02149  0.095
H -4.62689 -7.69431 2.54103  0.089
C -5.83610 2.08951 -1.17937  -0.216
H 4.96138 8.55188 1.18407  0.126
C 3.40118 -7.31878 3.18827  -0.361
H 3.38499 3.55654 -0.55852  0.120
H 7.01601 5.80343 -0.75962  0.086
H 2.75229 8.52715 0.16760  0.129
Be 1.35149 -8.82513 5.02054  0.433
H 6.17047 -0.71119 -3.02386  0.029
O 5.64711 6.82360 0.35667  -0.203
C 3.75636 -7.38696 4.65915  -0.144
H -3.64544 -3.27052 2.12336  0.141
H -7.11190 -4.23443 -2.90925  0.082
O 3.57291 4.77725 1.06130  -0.196
C -0.43897 11.46400 -4.99453  -0.125
H -4.76855 2.07126 1.59439  0.118
H 5.08657 8.61196 -0.58255  0.121
C 3.45928 5.59774 -1.24350  -0.154
O 1.57257 9.98706 -5.79416  -0.288
C 0.91708 2.01590 -0.72473  -0.193
H -6.55477 -4.10044 -4.60620  0.086
H 2.87925 -7.66090 5.25445  -0.107
H -6.13150 -0.01882 -1.60102  0.097
C 1.95929 7.60080 -3.64381  -0.071
H -3.01221 -4.98953 4.75458  0.097
H -0.15323 7.35832 -4.07170  0.115
H 3.07940 0.84536 2.04586  0.105
H -6.58970 -5.88563 2.22543  0.095
H -0.49098 11.98842 -5.95114  0.077
C 2.04962 -3.85926 -1.04160  -0.312
C -2.54278 -3.35638 0.03229  0.018
C 1.70460 1.31212 -2.86170  -0.164
C 2.80765 -0.20515 1.56513  0.071
F 2.16409 -2.49907 4.03797  -0.270
H -5.78050 2.33341 -2.24428  0.123
H 2.19511 -4.62472 -1.94445  0.153
O -5.76893 -1.07541 0.78139  -0.363
O -4.89891 -6.48651 -0.28909  0.005
H 2.99201 7.04420 1.03892  0.105
H 0.22102 7.82292 -2.41343  0.124
C -4.85624 -8.03479 1.52815  -0.015
C 6.74432 6.83865 -0.54262  -0.110
O -0.77605 9.05780 -5.98597  -0.291
O 2.33360 1.50793 -4.05314  0.005
O 2.37034 -6.36427 2.98194  -0.150
O 0.17062 2.75203 0.13652  0.006
H -0.09369 -3.20211 -1.85378  0.110
H 4.54444 5.62930 -1.33882  0.112
H 0.20555 -2.74758 -0.04594  0.101
H 0.68381 -1.08823 1.27573  0.087
F -0.33714 -0.95216 4.05678  -0.259
C -4.62801 1.31053 0.82160  -0.219
H -7.04382 -5.49772 0.55103  0.087
O 2.93677 6.91598 -1.03725  -0.154
S 0.22223 9.84338 -5.29259  0.624
H 2.13536 6.57743 -3.30078  0.055
H -4.14851 -2.43881 -1.47536  0.128
C -6.53617 0.75893 -0.94651  -0.236
C 2.63539 4.68596 2.11515  -0.105
H -2.64509 -3.22391 -2.29833  0.111
H 2.98576 5.30890 2.93623  0.089
H -3.83508 1.28461 -1.18707  0.108
F 2.12190 0.21461 5.17099  -0.257
C -2.72779 -3.09096 5.37640  -0.698
H 7.59783 7.33617 -0.07503  0.087
C 4.81204 7.97554 0.26511  -0.178
O -5.11891 -3.79259 -3.16533  -0.164
C -0.31554 -4.95872 -0.41858  -0.084
C 2.75347 -4.52784 0.30125  -0.089
Cl 7.16257 -2.10250 -1.39383  0.502
H 3.01595 -1.34199 -3.40140  0.118
H -2.41058 -1.53114 -1.48466  0.132
O 0.29108 9.36175 -3.73726  -0.266
F 0.77081 -1.98709 6.57684  -0.257
H -2.29182 -1.38415 6.36073  0.124
H -2.33378 -4.88621 6.35235  0.105
S -6.11881 0.33015 0.73206  0.669
C -6.46275 -3.68843 -3.59826  -0.136
N -2.67881 -4.42690 5.52640  0.156
H 3.42163 -1.99342 -0.48949  0.104
O -3.15111 -2.55541 4.36418  -0.007
H 3.64253 -1.04225 1.66486  0.097
H 2.61351 8.28044 -3.08894  0.087
C 3.32843 7.59411 0.16055  -0.157
C 6.78867 -1.61180 -3.05045  -1.014
H -4.89107 -4.73780 -3.16515  0.086

Results
HOMO-LUMO gap = 1.93 eV
HOMO energy = -9.9242 eV
Charge = +1
Calculated total energy = -5064.88345 Eh
Largest force on an atom = 9.67 eV/Å
Multiplicity = 1